Formula: C18H38F4MnN4O10S4
Source: the Open Molecules 2025 dataset
Level of theory: ωB97M-V with the def2-TZVPD basis set

XYZ file:
```
79
Properties=species:S:1:pos:R:3:forces:R:3
H 5.75044 22.68007 -29.76989 0.1 -0.3 0.3
H 14.10578 23.36789 -28.97751 -0.5 0.1 -0.1
C 10.01911 21.04690 -33.22406 0.8 -0.4 1.5
O 8.87263 20.91392 -27.46431 0.1 0.4 0.7
C 7.98684 19.65578 -33.01303 -0.2 0.0 1.0
O 6.95405 25.98445 -32.30726 -0.5 0.0 0.6
H 14.53273 22.58432 -32.43896 -0.2 -0.1 -0.2
H 15.82618 25.10344 -29.21654 0.1 0.3 -0.1
C 13.25911 26.61920 -32.08450 0.2 0.1 -0.7
H 7.90141 19.19105 -33.99437 0.4 -0.1 0.0
C 6.39406 20.47741 -31.20032 1.2 0.3 1.0
C 13.87418 23.45612 -32.45711 0.9 0.0 0.3
H 15.22445 23.07201 -30.29687 -0.4 -0.5 0.1
H 5.40961 20.46130 -30.73184 -0.2 -0.2 -0.5
S 7.96406 26.59625 -31.51026 1.7 -2.7 -4.0
C 13.29536 23.55257 -31.03726 -0.3 -0.8 0.1
O 8.71448 27.43053 -28.51240 0.1 0.6 -0.8
H 6.25329 18.56494 -32.22615 0.6 -0.1 0.5
H 11.87969 21.96364 -31.47430 0.1 -0.2 0.0
O 8.05876 27.99794 -31.44099 -0.2 0.5 1.4
O 8.64320 23.27596 -32.27336 -0.7 -0.3 0.1
O 11.22990 20.57327 -28.12287 0.9 0.5 0.9
H 5.87403 19.84160 -33.16992 0.2 0.5 0.1
C 12.76617 26.02518 -30.75838 0.9 0.9 0.5
H 8.60812 21.04151 -35.33674 -0.1 0.1 -0.2
F 9.55122 20.75186 -29.72486 0.0 0.4 0.3
H 12.14144 27.84281 -29.73297 0.1 0.2 -0.6
H 8.18745 22.64536 -34.66670 -0.1 0.0 -0.4
F 7.96644 25.30459 -27.95471 -0.3 0.0 -0.6
H 11.49333 24.66236 -32.58823 -0.4 0.0 -0.2
C 14.38368 23.69886 -29.97667 1.7 0.6 -0.5
C 15.04896 25.08734 -29.97575 -1.3 -0.4 -0.6
H 14.54944 24.26596 -32.72667 -0.3 0.2 -0.1
H 10.52468 21.99682 -33.39894 -0.2 0.0 -0.4
O 11.17598 24.50403 -31.68717 0.7 -0.2 0.2
N 8.40805 25.57572 -30.24740 -1.3 3.5 -1.2
C 8.01018 21.57093 -34.59900 0.2 0.0 1.1
H 12.23876 22.18613 -29.75020 0.1 -0.1 0.1
C 8.49987 21.09278 -33.19466 -0.1 0.1 -1.6
H 13.70079 26.19329 -28.73029 -0.7 -0.7 -0.1
H 10.90213 27.17646 -30.88347 0.3 0.4 -0.2
O 12.11867 23.16703 -27.11996 0.0 -0.7 -0.2
C 12.66382 22.18033 -30.74750 -0.4 0.7 -0.1
H 11.17422 26.52698 -29.32671 0.2 -0.4 -0.1
H 13.44296 21.42344 -30.79711 -0.1 -0.1 0.0
H 5.55986 22.12696 -33.32058 0.2 -0.1 0.0
F 9.27669 26.21870 -32.36780 -0.1 0.1 0.0
H 6.97875 23.73207 -30.22720 0.3 -0.1 -0.1
H 10.45483 20.25002 -33.82749 -0.4 0.2 -0.5
S 7.82334 26.47378 -29.05660 0.6 -1.5 5.3
H 4.70694 22.56076 -31.87647 0.1 0.2 0.1
O 6.43050 26.70831 -29.13044 -0.3 0.3 -0.8
C 11.70350 26.95250 -30.18112 -1.1 -0.5 0.5
Mn 9.56630 23.89951 -30.28861 0.3 -0.1 -1.5
H 14.24891 26.27403 -32.38385 -0.2 -0.4 -0.1
H 12.55471 26.47811 -32.91111 0.1 -0.1 0.0
C 13.96600 26.13567 -29.79466 0.5 0.6 1.2
H 8.69687 19.08953 -32.40405 0.0 0.0 0.0
S 10.73777 23.42441 -27.29431 0.4 3.6 -0.6
H 6.95536 21.33515 -34.71757 0.0 0.1 -0.3
O 9.86598 23.48231 -26.18248 -0.2 -0.5 -0.2
H 14.33405 27.16480 -29.88671 0.2 -0.2 -0.6
H 13.43810 27.69499 -32.02758 -0.5 0.1 0.4
N 10.05295 22.80364 -28.69713 1.4 -1.0 3.5
N 8.08898 21.97588 -32.09780 0.7 -1.2 1.1
F 10.74299 24.89416 -27.92753 -0.2 -0.1 0.3
C 6.75315 21.94632 -31.47088 -0.3 0.3 -0.6
H 5.93044 23.65637 -32.55182 -0.1 0.0 0.2
H 8.04470 23.72218 -32.89387 0.1 0.6 0.1
H 10.33881 20.75335 -32.21500 -0.1 0.1 0.0
H 13.13627 23.28722 -33.24269 -0.1 0.1 0.1
C 6.60895 19.58763 -32.38546 -1.8 -0.3 -1.3
H 15.46076 25.18958 -30.98337 0.5 0.2 0.2
N 12.30667 24.62652 -30.82024 -0.1 0.0 1.0
H 7.42404 22.16538 -29.40048 0.0 0.1 0.1
H 7.06473 20.16489 -30.38815 0.0 -0.1 -0.1
C 5.68798 22.60844 -32.35100 -0.1 0.1 -0.4
C 6.78362 22.66420 -30.12603 -0.6 0.3 -0.3
S 10.00144 21.25295 -28.24568 -2.3 -3.2 -3.8
```
Forces are in eV/Å.

Properties
* energy above the lowest of the compared OMol25 structures with the same formula, charge and spin: 27.1 kJ/mol
* HOMO energy (spin up / spin down): -0.351 / -0.351 Ha
* HOMO-LUMO gap (spin up / spin down): 9.4 / 9.3 eV
* <S²>: 8.75
* 2S+1: 6

Partial atomic charges computed with the Mulliken method, in multiples of e: number 1, H, carries 0.6176; number 2, H, carries 0.3754; number 3, C, carries -2.2545; number 4, O, carries -0.6062; number 5, C, carries -1.1321; number 6, O, carries -0.6505; number 7, H, carries 0.5114; number 8, H, carries 0.4349; number 9, C, carries -1.6749; number 10, H, carries 0.4084; number 11, C, carries -1.0455; number 12, C, carries -1.6047; number 13, H, carries 0.4382; number 14, H, carries 0.4930; number 15, S, carries 0.7332; number 16, C, carries 1.5939; number 17, O, carries -0.5344; number 18, H, carries 0.4483; number 19, H, carries 0.0915; number 20, O, carries -0.5470; number 21, O, carries -0.2973; number 22, O, carries -0.5703; number 23, H, carries 0.3332; number 24, C, carries 1.6618; number 25, H, carries 0.5228; number 26, F, carries -0.1457; number 27, H, carries 0.4773; number 28, H, carries 0.1779; number 29, F, carries -0.3125; number 30, H, carries 0.1136; number 31, C, carries -1.1940; number 32, C, carries -0.8027; number 33, H, carries 0.3486; number 34, H, carries 0.5280; number 35, O, carries 0.5536; number 36, N, carries 0.0959; number 37, C, carries -1.7342; number 38, H, carries 0.2426; number 39, C, carries 1.5187; number 40, H, carries 0.4489; number 41, H, carries 0.3350; number 42, O, carries -0.5608; number 43, C, carries -2.3004; number 44, H, carries 0.1801; number 45, H, carries 0.7134; number 46, H, carries 0.2854; number 47, F, carries -0.2798; number 48, H, carries 0.6995; number 49, H, carries 0.4394; number 50, S, carries 0.7706; number 51, H, carries 0.4516; number 52, O, carries -0.6050; number 53, C, carries -2.0391; number 54, Mn, carries 2.7540; number 55, H, carries 0.3903; number 56, H, carries 0.2566; number 57, C, carries -1.5493; number 58, H, carries 0.4311; number 59, S, carries 0.8536; number 60, H, carries 0.4648; number 61, O, carries -0.5791; number 62, H, carries 0.5439; number 63, H, carries 0.4699; number 64, N, carries -0.5811; number 65, N, carries 0.7334; number 66, F, carries -0.2613; number 67, C, carries 1.4907; number 68, H, carries 0.2218; number 69, H, carries 0.2306; number 70, H, carries 0.3031; number 71, H, carries 0.1968; number 72, C, carries -0.8679; number 73, H, carries 0.3026; number 74, N, carries 0.6847; number 75, H, carries 0.2996; number 76, H, carries 0.2752; number 77, C, carries -1.4504; number 78, C, carries -2.6467; number 79, S, carries 0.8810